Record 1
This record from OMol25 describes C5H2O in the gas phase in a non-equilibrium geometry. The level of theory is wB97M-V/def2-TZVPD.

Geometry as XYZ:
```
8
Properties=species:S:1:pos:R:3:lowdin_charge:R:1
O 1.1810 0.1519 1.0156 0.05
C 0.2817 1.1785 0.7445 -0.32
C 0.2300 -1.1535 -0.7208 -0.09
C 0.7999 0.0835 -0.3109 -0.09
C -0.5298 2.0296 1.0965 0.21
C -0.1762 -2.1492 -1.2761 0.15
H -0.5430 -3.0314 -1.7538 0.04
H -1.1978 2.8542 1.2211 0.05
```

The calculation puts the HOMO-LUMO gap (spin up / spin down) at 7.600 / 7.604 eV. The LUMO energy (spin up / spin down) is -1.2337 / -1.0389 eV. The value obtained for the HOMO energy (spin up / spin down) is -8.834 / -8.643 eV. Its total charge is 0. Its relative energy (zero: lowest compared OMol25 entry of this formula, charge and spin) is 4.4724 eV.



Record 2
This record from OMol25 describes 10 unconnected molecules or ions with the total composition C5H30N2O10 in a non-equilibrium geometry. The level of theory is wB97M-V/def2-TZVPD.

Geometry as XYZ:
```
47
Properties=species:S:1:pos:R:3:lowdin_charge:R:1
O 3.5082 0.8040 1.9110 -0.05
O 4.0733 1.6194 -0.6225 -0.14
O 1.5870 3.8267 -0.2171 -0.01
O -0.3760 0.4457 -1.5263 0.00
O -3.4706 -1.6531 -0.6919 -0.06
O -1.3159 0.8380 -4.0557 -0.13
O -3.3163 0.1349 2.2506 -0.19
O 0.9563 2.4765 -3.5393 -0.05
O -4.9454 1.2028 0.0922 -0.06
O -2.8518 1.6934 -1.5710 -0.06
N 1.1188 -0.5224 3.4909 0.02
N 0.1048 -0.6177 0.3806 0.08
C 1.8001 -3.2737 -0.3686 -0.10
C 0.1596 -1.2782 2.6528 -0.18
C 0.7970 -1.5687 1.2123 -0.31
C 0.9339 -3.0758 0.8381 -0.20
C 0.4034 -0.2289 -0.9292 -0.28
H 2.6520 -2.6837 -0.3357 0.05
H -3.9959 -1.8525 -1.5367 0.10
H 0.0827 2.4848 -4.0018 0.04
H -0.4157 0.5690 -4.2856 0.03
H -3.5590 1.1400 2.3328 0.08
H 1.9957 -4.2177 -0.7906 0.07
H 1.2896 -3.7731 1.5468 0.10
H -0.0932 -3.3239 0.5991 0.11
H -4.1168 0.9187 -0.2237 -0.05
H -2.1897 1.2926 -1.0497 -0.01
H 1.9242 3.1007 0.2783 0.00
H 3.3203 1.7389 2.1005 0.07
H -0.8140 -0.3245 0.7715 0.13
H -0.9444 1.2792 -3.1739 0.04
H 3.9240 1.0367 0.2052 0.01
H 2.8853 0.2460 2.3678 -0.01
H -0.1772 -2.2274 3.1905 0.13
H 1.9505 -1.1639 3.5604 0.11
H -4.8134 1.9966 -0.3970 0.02
H -4.2396 -0.2491 1.7812 0.13
H 1.8747 -1.3388 1.2632 0.12
H 0.9344 2.8077 -2.6751 -0.01
H 1.8417 4.6424 0.1571 0.02
H 0.8701 -0.0146 4.2086 0.00
H 1.3173 -2.7089 -1.1667 0.06
H -2.9612 1.5708 -2.5622 0.09
H -2.6494 -1.4188 -1.0670 -0.02
H 4.4095 1.0443 -1.3846 0.07
H 1.3663 -0.6305 -1.4346 0.17
H -0.8354 -0.7638 2.4145 0.10
```

The calculation puts the HOMO-LUMO gap at 10.173 eV. Its structure (SMILES) is CC[C@H](CN)NC=O.O.O.O.O.O.O.O.O.O. The LUMO energy is 0.2823 eV. The value obtained for the HOMO energy is -9.891 eV. Its total charge is 0. Its relative energy (zero: lowest compared OMol25 entry of this formula, charge and spin) is 4.9696 eV.



Record 3
This record from OMol25 describes 10 unconnected molecules or ions with the total composition C5H30NO10 in a non-equilibrium geometry. The level of theory is wB97M-V/def2-TZVPD.

Geometry as XYZ:
```
46
Properties=species:S:1:pos:R:3:lowdin_charge:R:1
O 1.1866 0.3844 -2.5063 -0.10
O -2.3675 -0.7562 1.1075 -0.15
O -1.3123 3.2455 0.6863 -0.11
O -1.1089 -0.4452 -2.8938 -0.17
O -1.7260 0.9655 -0.9292 -0.31
O -1.0283 3.4574 -2.2755 -0.09
O -1.9642 0.6159 3.7477 -0.10
O 1.5905 3.0610 -2.6546 -0.12
O 0.4770 -2.5199 -2.9772 -0.11
O 1.3068 2.8237 0.1450 -0.08
N 0.6703 -1.9637 1.2170 -0.18
C -0.5278 -2.1407 2.0721 -0.21
C -1.9201 -2.0961 1.3917 -0.21
C 0.5877 -0.7500 0.4522 -0.13
C 1.7406 -1.7521 2.2827 -0.26
C 3.1565 -1.8738 1.7406 -0.11
H -2.1022 -0.2981 0.2458 0.05
H 0.7455 2.0842 -0.1208 0.01
H 0.2807 -0.0357 -2.7458 -0.02
H -0.1722 -1.7769 -2.8880 -0.03
H 3.5077 -2.9168 1.8535 0.06
H -1.1735 2.4934 -2.1319 0.03
H -2.6856 0.8755 -1.0690 0.03
H 3.3428 -1.7414 0.6571 0.07
H -0.4732 -1.5126 2.9550 0.10
H -2.0003 -2.6007 0.3923 0.13
H -1.4026 2.3431 0.3031 -0.01
H 1.4930 -2.6154 2.9867 0.12
H 0.6906 3.4254 -2.7843 0.00
H 0.0783 0.1550 0.8732 0.10
H 1.8735 -0.1485 -2.9104 0.05
H -2.3428 1.4462 3.4455 0.02
H 1.6374 -0.4067 0.2045 0.10
H -1.2858 3.8315 -1.4188 0.03
H 1.5240 3.1810 -0.7413 0.02
H -0.4608 -3.1764 2.4312 0.11
H 0.0908 -0.9737 -0.5046 0.06
H 0.8857 -2.5200 -2.0918 0.02
H 1.5368 2.0772 -2.6977 -0.01
H -0.3661 3.3860 0.8216 0.00
H -2.6168 -2.6190 2.0369 0.10
H -1.6623 -0.3482 -3.6809 0.08
H -1.3745 0.1989 -2.0086 0.02
H 1.6807 -0.8068 2.8484 0.12
H -1.9680 0.0661 2.9063 0.02
H 3.9579 -1.3224 2.2266 0.06
```

The calculation puts the HOMO-LUMO gap at 9.421 eV. The LUMO energy is 2.9598 eV. The value obtained for the HOMO energy is -6.462 eV. Its total charge is -1. Its relative energy (zero: lowest compared OMol25 entry of this formula, charge and spin) is 0.8012 eV.



Record 4
This record from OMol25 describes 10 unconnected molecules or ions with the total composition C5H30NO11 in a non-equilibrium geometry. The level of theory is wB97M-V/def2-TZVPD.

Geometry as XYZ:
```
47
Properties=species:S:1:pos:R:3:lowdin_charge:R:1
O 0.5142 2.2231 -1.6993 -0.39
O 0.6939 3.8564 0.5017 -0.09
O -1.3597 1.2480 -3.2180 -0.12
O 1.6693 0.3230 -3.3409 -0.12
O 2.2563 -0.3383 1.5701 -0.11
O -1.2710 3.1131 2.1214 -0.10
O -1.2355 -3.9070 -0.9538 -0.04
O -1.1006 -1.6854 -3.4383 -0.06
O 3.1376 -2.9405 0.5804 -0.08
O 0.5070 1.9292 4.4307 -0.06
O -1.2169 -0.2808 4.6750 -0.06
N -0.2588 -2.1226 0.4145 -0.01
C -0.4789 -0.8284 -0.3317 -0.36
C -0.0901 -3.3312 -0.3830 -0.31
C 0.0809 0.2845 0.5626 -0.16
C -1.9533 -0.6500 -0.6506 -0.06
C 1.5671 0.4437 0.5371 -0.20
H -0.9408 -2.2037 1.1634 0.12
H 2.5588 -2.1419 0.6556 0.01
H 1.1601 0.9551 -2.7466 -0.02
H -0.3476 0.1973 1.5639 0.11
H 2.1694 0.1945 -0.3444 0.12
H -0.4941 1.1225 0.1643 0.08
H 0.9829 -0.2065 -3.7645 -0.01
H -1.5692 -3.3411 -1.6616 0.05
H 3.2476 -3.0123 -0.3755 0.03
H -1.8797 2.6296 1.5684 0.01
H 1.8625 1.4593 0.8251 0.09
H 0.6205 -3.0525 -1.1701 0.12
H -0.5306 3.2646 1.4432 0.00
H -2.0272 1.8866 -3.4387 0.03
H -2.3440 -1.5173 -1.1814 0.06
H 1.5407 3.5823 0.8616 0.04
H -0.7749 -0.3380 3.8311 0.00
H -0.3292 2.2637 4.0855 0.01
H 0.6241 3.2366 -0.2889 0.01
H -0.9204 1.5967 -2.3656 0.01
H 1.6768 -1.0467 1.8521 0.05
H 1.0309 1.6779 3.6590 0.04
H -1.4127 -0.7725 -3.4245 0.01
H -2.6593 -0.5641 0.1834 0.09
H 0.1227 -0.9612 -1.2293 0.11
H 0.4341 -3.9997 0.3057 0.12
H -2.1820 0.2560 -1.2147 0.06
H 0.4959 2.6591 -2.5707 -0.02
H -1.0778 0.6360 4.9210 0.00
H -0.4991 -1.7974 -2.6846 0.00
```

The calculation puts the HOMO-LUMO gap at 9.116 eV. The LUMO energy is 2.7845 eV. The value obtained for the HOMO energy is -6.331 eV. Its total charge is -1. Its relative energy (zero: lowest compared OMol25 entry of this formula, charge and spin) is 1.3828 eV.



Record 5
This record from OMol25 describes 9 unconnected molecules or ions with the total composition C5H31N2O9 in a non-equilibrium geometry. The level of theory is wB97M-V/def2-TZVPD.

Geometry as XYZ:
```
47
Properties=species:S:1:pos:R:3:lowdin_charge:R:1
O -2.0507 2.3210 2.4377 -0.07
O 2.6191 1.0226 -2.8310 -0.07
O 2.7405 2.3463 1.5326 -0.04
O -0.9747 -2.7882 -2.5608 -0.04
O -1.5270 1.7641 -0.8891 -0.06
O 0.7978 3.4219 -0.6361 -0.05
O -3.3572 0.0175 -2.0891 -0.05
O -0.2712 -3.8629 -0.2173 -0.08
O -2.2765 -3.0057 1.9723 -0.04
N 0.3856 -0.1410 -1.7792 0.23
N 0.4072 -1.2317 0.7348 -0.06
C 1.5986 -0.5260 0.3325 -0.22
C 2.7413 0.7333 -1.4181 -0.18
C 0.2619 -1.1003 2.2073 -0.25
C 1.7884 -0.4040 -1.1683 -0.21
C -0.6071 0.0793 2.4855 -0.13
H 2.4509 1.6244 -0.8834 0.07
H -2.5354 -2.1093 2.1984 0.03
H -0.4256 -3.5764 -1.1488 -0.01
H 2.0989 -1.3891 -1.5646 0.17
H -3.0347 -0.6996 -2.6392 0.01
H -3.0141 -3.4808 1.5836 0.05
H -0.8341 0.5177 3.4734 0.08
H -0.3997 1.0102 1.9437 0.04
H -1.5318 2.2087 -0.0259 0.04
H 0.2895 0.8153 -2.1037 0.13
H 1.9983 1.7354 -3.0176 0.08
H -2.9350 2.5142 2.0888 0.07
H 3.8576 0.7128 -1.2574 0.17
H -1.6513 0.0211 2.0863 0.07
H 1.4368 0.4915 0.7750 0.11
H -2.6915 0.4727 -1.5556 -0.02
H 1.2011 -0.9679 2.7395 0.11
H 2.1980 2.2847 2.3285 0.06
H 0.3424 -2.1622 0.2833 0.08
H 3.6288 2.4191 1.9014 0.07
H -1.9396 -2.6745 -2.5620 0.07
H -0.3663 -0.4002 -1.1286 0.12
H -1.3738 2.5623 -1.4195 0.07
H -1.2001 -3.9870 0.0550 0.04
H 0.1878 -0.7576 -2.5686 0.13
H 0.9329 4.3553 -0.8353 0.06
H -1.9776 3.1316 2.9661 0.07
H -0.0687 -2.0388 2.6840 0.11
H -0.9690 -3.5462 -3.1739 0.10
H 2.5649 -0.9541 0.6554 0.15
H 1.4845 3.2206 0.0078 0.00
```

The calculation puts the HOMO-LUMO gap at 9.029 eV. The LUMO energy is -2.7942 eV. The value obtained for the HOMO energy is -11.823 eV. Its total charge is +1. Its relative energy (zero: lowest compared OMol25 entry of this formula, charge and spin) is 3.7119 eV.



Record 6
This record from OMol25 describes 11 unconnected molecules or ions with the total composition C5H31NO11 in a non-equilibrium geometry. The level of theory is wB97M-V/def2-TZVPD.

Geometry as XYZ:
```
48
Properties=species:S:1:pos:R:3:lowdin_charge:R:1
O -1.4169 1.5744 4.2695 -0.06
O 0.4700 0.6711 -3.5432 -0.04
O -2.8906 3.1638 -1.1185 -0.05
O 3.7274 0.1732 -3.5347 -0.04
O 0.9660 -1.4126 0.3223 -0.01
O 1.6114 -0.2208 4.1011 -0.04
O -3.1441 1.7802 2.1236 -0.07
O 1.2635 -3.3333 -1.3909 -0.09
O 3.4354 -1.6302 -1.0835 -0.05
O 0.3746 3.0298 -2.4412 -0.09
O 2.0685 -2.2400 -4.0607 -0.04
N 0.8178 0.6564 1.0158 0.04
C -2.3330 -2.3118 1.3764 -0.08
C 0.0387 1.9148 1.2239 -0.05
C 0.1869 -0.4674 0.4678 -0.44
C -2.0796 -0.7940 1.2358 -0.23
C -1.2263 -0.3796 -0.0065 -0.08
H 2.0719 -2.8553 -1.6227 -0.03
H -3.0698 -0.3072 1.2431 0.09
H -1.4957 -2.6915 1.9879 0.08
H 3.7138 -0.7351 -3.2661 -0.02
H 0.7006 2.4295 -1.7638 -0.01
H 0.2069 2.7124 0.5132 0.08
H 4.0737 -2.3491 -1.0236 0.08
H 4.0746 0.7673 -2.8700 0.04
H 1.0604 -3.0015 -0.4930 0.01
H 1.0096 0.1748 -2.9219 0.04
H 2.4983 -2.0677 -3.2189 -0.02
H -1.1327 0.7276 4.6276 0.04
H -1.5411 0.5075 -0.5670 0.12
H 1.2806 -0.9219 3.5228 0.03
H -3.7106 2.9884 -1.5943 0.04
H -2.1980 -2.7872 0.4263 0.06
H -1.2022 -1.1434 -0.8352 0.14
H -3.9106 1.5251 2.6563 0.08
H 1.6885 0.6723 1.5176 0.11
H -2.8062 2.6795 -0.3002 -0.01
H -1.5930 -0.4093 2.1224 0.08
H 2.8201 -1.4691 -0.3495 0.03
H -3.3280 -2.5661 1.7798 0.08
H -2.8857 2.6268 2.5138 0.07
H -1.6861 1.3554 3.3605 -0.03
H -1.0081 1.6671 1.3764 0.03
H 0.4078 0.2315 -4.3908 0.06
H 0.4145 2.2839 2.2097 0.10
H 0.1878 2.3686 -3.1511 0.01
H 2.1764 0.2255 3.4633 0.02
H 1.3128 -2.8127 -3.9096 0.04
```

The calculation puts the HOMO-LUMO gap at 10.212 eV. Its structure (SMILES) is CCCC(=O)NC.O.O.O.O.O.O.O.O.O.O. The LUMO energy is -0.0590 eV. The value obtained for the HOMO energy is -10.271 eV. Its total charge is 0. Its relative energy (zero: lowest compared OMol25 entry of this formula, charge and spin) is 3.2987 eV.